[1]
Molecular formula: C27H48OP2Pd
Method: DFT, ωB97M-V/def2-TZVPD

## Properties
total energy = -52872.141 eV
relative energy (zero: lowest compared OMol25 entry of this formula, charge and spin) = 108.35 kcal per mole
highest occupied orbital energy (alpha / beta) = -4.4 / -4.4 eV
<S²> = 2.013

Structure (ORCA input):
```
! wB97M-V def2-TZVPD RIJCOSX def2/J DEFGRID3
* xyz 0 3
P 0.04 -3.36 -3.58
P -2.98 -2.76 -1.88
C -1.51 -4.49 -3.53
C -2.88 -3.79 -3.40
H -1.37 -5.18 -2.67
H -1.50 -5.10 -4.45
H -3.07 -3.15 -4.28
H -3.68 -4.55 -3.35
C -3.51 -3.93 -0.57
H -3.69 -3.37 0.36
H -2.74 -4.68 -0.37
H -4.44 -4.44 -0.85
C -4.47 -1.78 -2.17
H -5.38 -2.38 -2.12
H -4.44 -1.28 -3.15
H -4.54 -0.99 -1.41
C 1.23 -4.72 -3.60
H 2.24 -4.31 -3.49
H 1.18 -5.29 -4.54
H 1.06 -5.42 -2.77
C -0.11 -2.79 -5.29
H -1.02 -2.20 -5.43
H -0.12 -3.65 -5.98
H 0.76 -2.16 -5.50
Pd 2.65 -1.20 -2.51
C -1.40 0.77 -0.34
C -1.04 -0.13 0.60
C -0.93 -1.60 0.39
C 0.33 -2.29 -0.24
C 0.84 -1.99 -1.62
C 0.20 -1.25 -2.66
C -1.13 -0.61 -2.54
C -1.37 0.75 -1.83
C 2.94 0.43 -1.25
H -1.86 1.70 0.04
H -0.76 0.24 1.59
H -1.85 -1.98 -0.15
H -0.99 -2.03 1.41
H 1.17 -2.21 0.45
H 0.01 -3.36 -0.24
H 1.69 -2.73 -1.84
H 0.83 -0.81 -3.48
H -1.75 -1.39 -1.95
H -1.57 -0.47 -3.55
H -0.68 1.57 -2.14
H -2.39 1.04 -2.18
H 1.91 0.83 -1.39
H 3.70 1.17 -1.53
H 3.08 -0.06 -0.27
C -2.12 2.69 4.75
C -1.09 2.54 3.62
C -1.64 3.12 2.32
C 0.27 3.12 3.95
C 0.48 3.94 5.04
C 1.71 4.57 5.25
C 2.77 4.34 4.37
C 2.66 3.50 3.29
C 3.85 3.29 2.34
C 4.29 4.59 1.67
C 5.03 2.60 3.04
C 1.38 2.82 3.04
O 1.26 2.02 2.07
H -2.41 3.74 4.88
H -1.74 2.29 5.70
H -3.02 2.12 4.48
H -0.91 1.46 3.44
H -1.88 4.18 2.43
H -0.90 2.99 1.53
H -2.55 2.57 2.04
H -0.35 4.11 5.74
H 1.83 5.25 6.09
H 3.74 4.85 4.53
H 3.50 2.62 1.55
H 4.69 5.31 2.39
H 5.04 4.40 0.90
H 3.43 5.06 1.18
H 4.69 1.67 3.51
H 5.81 2.34 2.32
H 5.47 3.23 3.82
*
```

[2]
Molecular formula: C43H44Br3F5O9
Method: DFT, ωB97M-V/def2-TZVPD

## Properties
total energy = -287434.337 eV
highest occupied orbital energy (alpha / beta) = -10.7 / -10.7 eV
<S²> = 0.768

Structure (ORCA input):
```
! wB97M-V def2-TZVPD RIJCOSX def2/J DEFGRID3
* xyz 1 2
C -4.01 -1.78 -12.95
C -3.74 -0.65 -11.93
C -3.33 0.68 -12.49
O -4.12 1.65 -11.81
C -5.14 1.01 -11.14
O -5.99 1.52 -10.40
O -5.04 -0.37 -11.41
H -4.29 -2.69 -12.40
H -3.22 -1.83 -13.70
H -4.74 -1.64 -13.75
H -3.15 -0.98 -11.08
H -3.54 0.77 -13.55
H -2.25 0.67 -12.36
C -2.00 -1.13 -7.53
C -1.46 0.32 -7.66
C -0.09 0.48 -7.15
O 0.40 1.33 -8.17
C -0.31 1.25 -9.33
O -0.07 1.92 -10.36
O -1.34 0.52 -9.09
H -1.55 -1.80 -8.26
H -3.06 -1.13 -7.80
H -1.97 -1.73 -6.62
H -2.18 1.01 -7.23
H 0.45 -0.46 -7.12
H 0.07 0.85 -6.13
C -1.61 4.23 -12.81
C -1.37 5.38 -13.74
C -1.80 6.68 -13.15
O -0.84 7.50 -13.66
C 0.31 6.84 -13.94
O 1.45 7.28 -14.20
O 0.01 5.49 -13.90
H -0.90 3.97 -12.03
H -1.55 3.35 -13.44
H -2.65 3.96 -12.63
H -1.93 5.21 -14.66
H -1.79 6.66 -12.06
H -2.74 7.09 -13.52
F -2.72 3.65 -7.91
C -3.14 4.74 -8.67
C -2.71 5.94 -8.33
C -3.02 7.06 -9.06
C -3.92 6.89 -10.20
C -4.31 5.60 -10.60
C -3.97 4.51 -9.82
H -2.05 5.93 -7.47
H -2.63 8.04 -8.86
H -4.07 7.59 -11.01
H -4.82 5.49 -11.55
H -4.37 3.51 -9.87
F -3.63 3.39 -15.19
C -3.42 2.65 -16.35
C -4.27 2.66 -17.50
C -4.13 1.64 -18.46
C -3.13 0.68 -18.35
C -2.25 0.77 -17.30
C -2.34 1.79 -16.34
H -4.97 3.47 -17.66
H -4.85 1.68 -19.26
H -3.05 -0.18 -18.99
H -1.46 0.03 -17.21
H -1.80 1.66 -15.41
F 1.09 1.67 -17.55
C 1.52 2.86 -17.06
C 1.79 3.01 -15.69
C 2.38 4.25 -15.27
C 2.63 5.23 -16.26
C 2.28 5.13 -17.59
C 1.81 3.90 -17.97
H 1.54 2.13 -15.12
H 2.65 4.44 -14.24
H 3.13 6.16 -16.00
H 2.54 5.95 -18.25
H 1.57 3.77 -19.01
F -2.02 14.91 -12.82
C -1.35 13.72 -12.52
C -1.83 12.52 -12.91
C -1.12 11.29 -12.92
C 0.16 11.39 -12.33
C 0.66 12.54 -11.85
C -0.04 13.72 -12.08
H -2.77 12.55 -13.43
H -1.53 10.35 -13.29
H 0.86 10.58 -12.42
H 1.56 12.58 -11.24
H 0.38 14.67 -11.78
F 0.53 8.39 -16.71
C 0.31 8.45 -18.08
C 0.83 9.42 -18.88
C 0.57 9.55 -20.19
C -0.27 8.55 -20.76
C -0.80 7.51 -20.03
C -0.48 7.41 -18.63
H 1.34 10.19 -18.31
H 0.95 10.36 -20.80
H -0.53 8.63 -21.81
H -1.47 6.79 -20.49
H -0.97 6.69 -18.00
C -5.16 7.62 -16.31
Br -3.38 7.88 -17.14
Br -5.00 8.37 -14.45
Br -5.79 5.76 -16.48
H -5.87 8.31 -16.79
*
```

[3]
Molecular formula: C3H4N2O
Method: DFT, ωB97M-V/def2-TZVPD

## Properties
total energy = -8202.888 eV
relative energy (zero: lowest compared OMol25 entry of this formula, charge and spin) = 23.00 kcal per mole
highest occupied orbital energy = -8.3 eV
SMILES = O=c1[nH]cc[nH]1

Structure (ORCA input):
```
! wB97M-V def2-TZVPD RIJCOSX def2/J DEFGRID3
* xyz 0 1
O 0.30 -2.20 0.76
C 0.11 -1.08 0.28
N -0.59 -0.58 -0.78
C -0.41 0.81 -0.82
C 0.39 1.16 0.22
N 0.71 -0.04 0.90
H -1.12 -1.15 -1.41
H -0.89 1.42 -1.59
H 0.73 2.15 0.50
H 1.13 -0.70 1.60
*
```